ORCA calculation (ωB97M-V/def2-TZVPD) on 12 unconnected molecules or ions with the total composition C60H97N11O16.

Geometry as ORCA input:
```
! RIJCOSX wB97M-V def2-TZVPD def2/J DEFGRID3
* xyz 0 1
O 1.8588 -5.2206 7.6626
N 0.6638 -5.5527 7.3879
O 0.0560 -5.1437 6.4025
C -0.0092 -6.3059 8.4316
C -1.3939 -6.4109 8.4697
C -2.0380 -7.1844 9.4725
C -1.2411 -7.8985 10.4333
C 0.1071 -7.8517 10.3506
C 0.6974 -7.0418 9.3846
H -1.9421 -5.8878 7.7002
H -3.1157 -7.1380 9.4198
H -1.6178 -8.5451 11.2121
H 0.6138 -8.4130 11.1216
H 1.7702 -7.0548 9.2610
O 0.8263 1.1897 8.3239
N 0.0478 0.3812 8.7860
O 0.3262 -0.4321 9.7053
C -1.4163 0.5051 8.3768
C -1.7475 1.2731 7.2225
C -3.1064 1.4262 6.8567
C -4.1754 0.8632 7.5832
C -3.8561 0.1355 8.7546
C -2.4590 0.0086 9.1217
H -0.9887 1.7233 6.5997
H -3.3682 2.0049 5.9832
H -5.2234 1.0116 7.3684
H -4.7079 -0.0534 9.3911
H -2.2653 -0.3598 10.1183
O -6.4952 -4.5032 0.3839
N -7.2698 -3.8610 1.1871
O -6.9698 -3.6908 2.3474
C -8.4672 -3.1172 0.6365
C -8.5097 -2.7795 -0.7708
C -9.5515 -2.0712 -1.3437
C -10.6697 -1.8022 -0.5792
C -10.6999 -2.1461 0.7976
C -9.6395 -2.8123 1.3775
H -7.7374 -3.0729 -1.4664
H -9.5695 -1.8412 -2.3987
H -11.4973 -1.2911 -1.0484
H -11.5311 -1.9110 1.4458
H -9.7228 -3.0340 2.4312
O 1.9499 -11.7435 -1.0494
N 2.7512 -12.1328 -0.2601
O 3.2489 -13.2648 -0.2607
C 3.2425 -11.1215 0.6768
C 4.3616 -11.3592 1.4855
C 4.7426 -10.4993 2.4609
C 4.0892 -9.2996 2.5338
C 3.0556 -8.9239 1.7553
C 2.5414 -9.8904 0.9266
H 5.0280 -12.1900 1.3065
H 5.6878 -10.6785 2.9516
H 4.5111 -8.6785 3.3101
H 2.6293 -7.9317 1.7609
H 1.7291 -9.4799 0.3452
O 1.2710 -5.6287 -5.5085
N 2.3744 -6.0787 -5.8307
O 3.0106 -6.8704 -5.1318
C 3.0452 -5.5203 -6.9950
C 2.2752 -4.9371 -8.0173
C 2.8648 -4.3877 -9.1380
C 4.2274 -4.3117 -9.2132
C 5.0376 -4.8653 -8.2334
C 4.4484 -5.6193 -7.1911
H 1.1979 -4.9332 -7.9414
H 2.2318 -3.9844 -9.9146
H 4.5984 -3.8856 -10.1337
H 6.1150 -4.8299 -8.2985
H 5.1191 -6.0607 -6.4688
C 9.3623 -0.0261 -0.4480
O 8.3500 -0.9111 -0.9600
C 8.4537 -2.1754 -0.2757
C 7.2463 -2.9716 -0.6565
C 7.3290 -4.4773 -0.1557
N 7.2731 -3.0429 -2.0924
H 9.3315 0.1537 0.6266
H 9.1452 0.9181 -0.9475
H 10.3209 -0.4611 -0.7305
H 9.4121 -2.6635 -0.4521
H 8.5093 -1.9834 0.7958
H 6.2619 -2.5268 -0.5116
H 8.3239 -4.9221 -0.1733
H 6.6213 -5.1695 -0.6120
H 7.2450 -4.4911 0.9310
H 6.5217 -3.6034 -2.4683
H 7.3364 -2.0724 -2.3650
C 2.9987 1.4457 -5.8312
O 3.7590 2.6369 -5.4841
C 3.0759 3.8310 -6.0359
C 3.9095 5.1181 -5.9251
C 4.5574 5.3015 -4.5412
N 2.9931 6.2076 -6.0948
H 2.9564 1.2339 -6.8996
H 1.9656 1.4412 -5.4837
H 3.5959 0.6369 -5.4100
H 2.7471 3.6288 -7.0553
H 2.2002 3.9126 -5.3920
H 4.6633 5.0582 -6.7102
H 4.9240 6.3177 -4.3956
H 5.3827 4.6082 -4.3787
H 3.8316 5.1820 -3.7368
H 2.2310 6.2651 -5.4345
H 2.4912 5.9972 -6.9456
C 0.3392 8.9378 -2.0850
O 1.4487 9.6629 -1.5887
C 1.8986 10.7488 -2.3969
C 3.3288 11.0787 -1.8724
C 3.3658 11.6609 -0.4829
N 3.9685 12.0483 -2.6996
H -0.6080 9.3014 -1.6868
H 0.5010 7.8995 -1.7954
H 0.1787 8.9434 -3.1631
H 1.9601 10.6729 -3.4826
H 1.1725 11.5309 -2.1751
H 3.9184 10.1665 -1.7810
H 2.6562 12.4730 -0.3246
H 4.2953 12.1279 -0.1572
H 3.0734 10.9206 0.2618
H 4.2193 11.5598 -3.5473
H 4.8595 12.2825 -2.2857
C -4.2775 -0.3188 -5.4110
O -5.0517 0.7199 -6.0688
C -6.0452 0.2249 -7.0492
C -6.5702 1.1604 -8.1908
C -7.2142 2.4565 -7.6831
N -7.4545 0.5223 -9.1048
H -4.0737 -1.0495 -6.1938
H -4.8911 -0.7441 -4.6168
H -3.3492 0.1396 -5.0702
H -5.6657 -0.6761 -7.5312
H -6.8712 -0.1588 -6.4503
H -5.6867 1.4941 -8.7349
H -6.6512 2.8109 -6.8197
H -8.2354 2.3159 -7.3290
H -7.1185 3.2921 -8.3765
H -6.9753 -0.2399 -9.5626
H -7.8208 1.1430 -9.8123
C -7.0394 2.7810 0.8864
O -7.3641 3.7454 1.8814
C -8.6824 3.6733 2.3397
C -8.8686 4.9107 3.1946
C -8.0433 4.8563 4.3943
N -10.2424 5.0782 3.5389
H -6.0683 2.9724 0.4300
H -7.6069 3.0031 -0.0173
H -7.0929 1.7663 1.2811
H -9.3525 3.8731 1.5037
H -8.9862 2.7734 2.8745
H -8.5099 5.7521 2.6017
H -8.2874 3.9458 4.9416
H -8.1826 5.7377 5.0203
H -7.0180 4.8907 4.0260
H -10.7411 5.0703 2.6606
H -10.4547 4.2434 4.0664
C 3.8479 1.3942 3.5476
O 4.9986 2.1178 4.1281
C 5.3878 3.2935 3.3677
C 4.4442 4.4969 3.4252
C 5.1981 5.8463 3.1401
N 3.8578 4.4877 4.7340
H 3.5676 0.4844 4.0784
H 4.3109 1.1484 2.5919
H 2.9049 1.9407 3.5515
H 6.2729 3.6473 3.8965
H 5.6046 3.0347 2.3313
H 3.7600 4.4221 2.5800
H 4.6267 6.7098 3.4807
H 5.2446 6.0723 2.0748
H 6.1038 6.0627 3.7066
H 4.0039 3.5331 5.0297
H 4.3633 5.1461 5.3095
C 0.9381 -2.1231 -0.3077
C 1.1405 -0.8175 -0.7313
C 0.3197 0.2013 -0.2972
C -0.7722 -0.1086 0.5279
C -1.0202 -1.4588 0.8929
C -0.1679 -2.4635 0.4560
H 1.5703 -2.8941 -0.7227
H 1.9649 -0.4781 -1.3409
H 0.4909 1.2551 -0.4603
H -1.3635 0.7014 0.9287
H -1.8917 -1.7406 1.4651
H -0.4653 -3.4771 0.6810
*
```

## Properties
- M (g mol⁻¹) = 1228.50
- DFT total energy (eV) = -112920.24496
- ΔE to the lowest compared entry with this formula, charge and spin (kcal per mole) = 162.2
- SMILES = O=[N+]([O-])c1ccccc1.O=[N+]([O-])c1ccccc1.O=[N+]([O-])c1ccccc1.O=[N+]([O-])c1ccccc1.O=[N+]([O-])c1ccccc1.COC[C@H](C)N.COC[C@H](C)N.COC[C@H](C)N.COC[C@H](C)N.COC[C@H](C)N.COC[C@H](C)N.c1ccccc1
- highest occupied orbital energy (eV) = -8.688
- F_max (eV/A) = 3.976
- LUMO level (eV) = -0.82

These are the Mulliken partial charges, in e, on atoms 1 to 2: atom 1 (O): -0.533, atom 2 (N): 0.866